{
  "formula": "C4H9O2",
  "method": "ωB97M-V/def2-TZVPD",
  "charge": -1,
  "total_energy_ha": -308.3264,
  "fmax_ev_per_a": 2.5,
  "e_lumo_ev": 4.11,
  "homo_ha": -0.141,
  "orbital_gap_ev": 7.93,
  "species": ["C", "C", "H", "H", "H", "H", "H", "H", "C", "C", "O", "O", "H", "H", "H"],
  "coordinates": [[1.69, -0.48, 1.04], [1.90, 0.11, -0.35], [2.36, -0.10, 1.85], [0.79, -0.08, 1.51], [1.81, -1.55, 1.16], [1.01, -0.09, -0.94], [1.93, 1.20, -0.43], [2.80, -0.38, -0.73], [-2.15, 0.64, -0.89], [-1.94, -0.47, 0.17], [-2.29, -1.64, -0.15], [-1.46, -0.09, 1.27], [-2.87, 1.39, -0.55], [-2.39, 0.36, -1.92], [-1.21, 1.17, -1.04]],
  "mulliken_charge": [-0.785, -0.689, 0.305, 0.202, 0.285, 0.133, 0.261, 0.288, -0.794, 0.552, -0.737, -0.732, 0.267, 0.286, 0.157]
}